Record 1
This record from the OMol25 dataset describes a cluster of 10 separate species, C57H130O30 in total in a non-equilibrium geometry. The level of theory is ωB97M-V/def2-TZVPD.

```
! wB97M-V def2-TZVPD RIJCOSX def2/J DEFGRID3
* xyz 0 1
C 0.443 -5.894 -10.143
O 0.614 -4.562 -9.775
C 1.826 -4.313 -9.243
C 1.735 -3.151 -8.303
O 1.124 -3.636 -7.164
C 0.325 -2.589 -6.575
C -0.551 -3.196 -5.490
O -1.719 -3.773 -5.966
C -1.530 -4.926 -6.806
H 1.246 -6.293 -10.753
H -0.565 -5.985 -10.589
H 0.442 -6.486 -9.225
H 2.621 -4.215 -10.022
H 2.222 -5.197 -8.614
H 1.086 -2.314 -8.715
H 2.744 -2.823 -8.053
H -0.271 -2.065 -7.326
H 0.930 -1.773 -6.108
H -0.954 -2.470 -4.725
H 0.097 -3.902 -4.992
H -1.051 -4.714 -7.816
H -2.531 -5.297 -6.948
H -0.863 -5.618 -6.288
C 1.312 -2.274 3.614
O 1.405 -3.579 3.116
C 2.417 -4.300 3.774
C 2.650 -5.572 3.039
O 3.211 -5.382 1.779
C 4.453 -6.115 1.574
C 4.948 -5.532 0.192
O 5.915 -4.529 0.479
C 6.295 -3.655 -0.608
H 0.815 -2.214 4.558
H 0.801 -1.689 2.815
H 2.270 -1.765 3.659
H 1.999 -4.556 4.763
H 3.349 -3.704 3.920
H 1.767 -6.237 2.921
H 3.246 -6.233 3.705
H 4.202 -7.203 1.540
H 5.220 -5.918 2.345
H 4.090 -5.070 -0.282
H 5.311 -6.282 -0.580
H 7.007 -2.818 -0.237
H 5.448 -3.274 -1.191
H 6.869 -4.252 -1.303
C 6.825 1.488 6.269
O 6.255 0.486 5.501
C 7.180 -0.160 4.606
C 6.876 0.186 3.182
O 7.097 1.558 3.063
C 6.059 2.426 2.753
C 5.841 2.359 1.273
O 5.512 1.002 0.830
C 5.586 0.985 -0.561
H 5.988 2.091 6.708
H 7.398 2.254 5.719
H 7.526 1.176 7.027
H 7.143 -1.215 4.815
H 8.233 0.186 4.852
H 5.851 -0.085 3.013
H 7.437 -0.278 2.366
H 6.420 3.451 3.059
H 5.176 2.255 3.328
H 6.774 2.592 0.758
H 5.069 3.046 0.871
H 5.352 -0.014 -0.929
H 6.621 1.295 -0.839
H 4.782 1.653 -1.015
C -5.196 0.096 -3.823
O -4.843 -0.879 -2.878
C -5.104 -2.195 -3.323
C -3.862 -2.873 -3.788
O -2.788 -2.745 -2.872
C -2.091 -3.931 -2.651
C -0.896 -3.809 -1.713
O -1.373 -3.632 -0.411
C -0.377 -3.812 0.561
H -6.272 0.385 -3.711
H -5.071 -0.354 -4.807
H -4.530 0.930 -3.844
H -5.961 -2.312 -4.050
H -5.443 -2.754 -2.449
H -3.558 -2.449 -4.777
H -4.129 -3.867 -3.965
H -1.833 -4.342 -3.622
H -2.823 -4.562 -2.086
H -0.287 -2.861 -1.915
H -0.274 -4.707 -1.805
H 0.605 -3.306 0.344
H -0.195 -4.852 0.816
H -0.748 -3.291 1.446
C -4.992 3.610 -1.989
O -3.858 4.369 -2.086
C -2.664 3.690 -1.771
C -1.570 4.768 -1.967
O -0.161 4.512 -1.773
C 0.157 4.334 -0.391
C 0.249 5.561 0.475
O -0.911 6.384 0.623
C -1.926 5.720 1.465
H -5.123 3.371 -0.982
H -4.952 2.634 -2.407
H -5.855 4.131 -2.467
H -2.528 2.799 -2.415
H -2.573 3.378 -0.745
H -1.856 5.617 -1.379
H -1.657 5.238 -3.024
H 1.166 3.888 -0.318
H -0.522 3.604 0.082
H 0.955 6.251 -0.026
H 0.486 5.261 1.504
H -2.806 6.404 1.607
H -1.478 5.538 2.490
H -2.234 4.757 1.055
C 3.340 -1.572 0.746
O 3.661 -1.669 -0.626
C 2.612 -2.211 -1.448
C 2.960 -1.996 -2.914
O 3.920 -2.941 -3.359
C 4.712 -2.397 -4.448
C 5.695 -1.227 -4.092
O 7.027 -1.784 -3.755
C 7.940 -0.835 -3.218
H 2.442 -0.980 1.051
H 4.218 -1.048 1.181
H 3.263 -2.588 1.163
H 1.687 -1.609 -1.147
H 2.451 -3.291 -1.215
H 3.303 -0.963 -3.025
H 2.055 -2.219 -3.542
H 4.153 -1.887 -5.261
H 5.225 -3.179 -4.866
H 5.242 -0.652 -3.327
H 5.873 -0.609 -4.985
H 8.885 -0.805 -3.749
H 8.208 -1.049 -2.206
H 7.406 0.155 -3.209
C -5.634 1.475 3.604
O -5.690 2.793 4.073
C -5.532 3.707 3.025
C -5.719 5.125 3.474
O -4.637 5.676 4.216
C -4.869 7.018 4.643
C -3.651 7.613 5.372
O -2.495 7.560 4.624
C -2.315 8.503 3.596
H -5.219 0.836 4.413
H -5.058 1.280 2.706
H -6.681 1.139 3.388
H -6.326 3.479 2.337
H -4.558 3.635 2.510
H -6.575 5.011 4.114
H -5.924 5.782 2.635
H -5.715 7.059 5.375
H -5.024 7.695 3.773
H -3.430 7.115 6.290
H -3.962 8.654 5.586
H -2.196 9.529 3.937
H -3.118 8.640 2.841
H -1.444 8.271 3.052
C -1.981 -1.870 4.951
O -2.481 -1.614 3.618
C -3.456 -2.573 3.258
C -3.871 -2.439 1.839
O -4.657 -1.191 1.724
C -5.350 -1.170 0.439
C -5.922 0.145 -0.016
O -7.055 0.458 0.790
C -8.110 1.176 0.138
H -1.238 -1.021 5.151
H -1.473 -2.852 5.075
H -2.800 -1.818 5.679
H -4.333 -2.572 3.934
H -3.080 -3.585 3.347
H -4.544 -3.279 1.644
H -3.103 -2.492 1.048
H -6.213 -1.893 0.451
H -4.617 -1.557 -0.312
H -6.209 -0.061 -1.051
H -5.085 0.936 -0.003
H -8.345 2.113 0.670
H -8.967 0.523 -0.122
H -7.730 1.512 -0.894
C 1.343 1.806 3.134
O 0.000 2.123 2.721
C -0.815 1.013 2.453
C -1.892 1.424 1.423
O -1.389 1.556 0.096
C -1.286 0.342 -0.576
C -0.636 0.538 -1.974
O 0.799 0.400 -2.082
C 1.469 1.292 -1.295
H 1.973 1.401 2.319
H 1.316 1.101 3.998
H 1.826 2.665 3.504
H -1.233 0.598 3.395
H -0.222 0.143 2.031
H -2.400 2.351 1.695
H -2.765 0.709 1.518
H -2.288 -0.036 -0.753
H -0.703 -0.361 0.012
H -0.992 1.491 -2.359
H -0.985 -0.251 -2.616
H 1.197 2.348 -1.542
H 2.575 1.183 -1.460
H 1.340 1.202 -0.240
O -0.327 1.158 5.982
C -0.751 2.231 5.597
O -1.998 2.330 5.137
C -2.168 3.642 4.554
C -1.083 4.404 5.266
O -0.156 3.408 5.639
H -2.088 3.540 3.488
H -3.193 3.964 4.673
H -1.430 4.969 6.162
H -0.636 5.108 4.566
*
```

## Properties
HOMO-LUMO gap, eV: 9.74
HOMO, eV: -9.155
LUMO energy, eV: 0.6
Structure (SMILES): COCCOCCOC.COCCOCCOC.COCCOCCOC.COCCOCCOC.COCCOCCOC.COCCOCCOC.COCCOCCOC.COCCOCCOC.COCCOCCOC.O=C1OCCO1

---

Record 2
This record from the OMol25 dataset describes a cluster of 12 separate species, C36H73BrN25O16PS in total in a non-equilibrium geometry. The level of theory is ωB97M-V/def2-TZVPD.

```
! wB97M-V def2-TZVPD RIJCOSX def2/J DEFGRID3
* xyz 0 1
C 0.210 -4.701 -0.175
C 0.240 -3.910 1.226
N -0.350 -2.520 1.161
C -0.286 -1.961 -0.205
C 1.151 -1.526 -0.716
C 2.481 -1.659 0.189
Br 2.312 -0.721 1.953
C 3.804 -1.098 -0.530
C 4.008 0.500 -0.396
C 1.252 -0.903 -2.165
C -0.004 -0.722 -3.090
C 0.212 -0.057 -4.546
C 1.386 -0.876 -5.307
O 1.059 -0.957 -6.747
C 2.244 -1.449 -7.405
O 3.199 -0.664 -7.665
C -1.373 -1.171 -2.504
C -1.588 -1.787 -1.094
N -2.866 -2.189 -0.476
P -3.538 -0.894 0.558
C -3.901 -1.587 2.293
C -2.336 0.586 0.638
C -3.881 -2.643 -1.444
C -4.940 -3.686 -0.907
C -6.121 -4.234 -1.804
C -7.130 -5.249 -1.083
C -7.722 -6.394 -2.031
O -7.176 -7.501 -2.275
O -8.971 -6.114 -2.705
C -6.220 -3.720 -3.267
O -7.272 -4.185 -4.142
C -8.152 -3.079 -4.398
N -9.211 -2.487 -4.500
C -5.184 -2.711 -3.848
C -4.056 -2.181 -2.918
S -2.863 -0.931 -3.616
H 0.543 -5.791 0.056
H 0.961 -4.315 -0.954
H -0.858 -4.789 -0.618
H 1.278 -3.803 1.693
H -0.399 -4.542 1.960
H -1.315 -2.517 1.527
H 2.622 -2.799 0.350
H 4.726 -1.587 -0.025
H 3.851 -1.424 -1.632
H 4.532 0.972 -1.305
H 3.031 1.079 -0.233
H 4.691 0.748 0.509
H 2.249 -0.531 -2.606
H -0.753 0.017 -5.161
H 0.622 1.007 -4.333
H 2.346 -0.241 -5.187
H 1.485 -1.919 -4.834
H 2.362 -2.561 -7.669
H -5.026 -1.497 2.538
H -3.576 -2.687 2.297
H -3.305 -1.033 3.118
H -2.743 1.443 1.295
H -1.285 0.316 1.005
H -2.249 0.967 -0.452
H -4.859 -4.046 0.176
H -7.944 -4.672 -0.490
H -6.508 -5.791 -0.268
H -9.445 -5.386 -2.222
H -5.191 -2.317 -4.940
N 5.918 -3.244 -8.073
C 5.870 -4.599 -8.105
N 4.639 -5.117 -8.339
O 6.857 -5.297 -7.937
H 5.118 -2.651 -8.208
H 6.816 -2.821 -7.902
H 4.562 -6.121 -8.370
H 3.815 -4.560 -8.480
N 3.707 4.818 -2.200
C 2.917 3.730 -2.021
N 1.737 3.981 -1.410
O 3.245 2.609 -2.383
H 3.455 5.745 -1.909
H 4.595 4.671 -2.651
H 1.122 3.198 -1.258
H 1.447 4.892 -1.104
N 1.358 4.522 3.294
C 0.879 5.134 2.187
N 0.724 6.471 2.308
O 0.608 4.527 1.162
H 1.587 5.006 4.146
H 1.489 3.524 3.247
H 0.369 6.966 1.505
H 0.942 6.987 3.144
N -5.137 -3.767 -8.842
C -4.375 -3.752 -7.722
N -3.656 -4.881 -7.511
O -4.339 -2.796 -6.962
H -5.180 -4.542 -9.479
H -5.687 -2.945 -9.034
H -3.076 -4.908 -6.687
H -3.671 -5.677 -8.122
N 6.389 -3.475 -3.559
C 6.307 -2.131 -3.401
N 6.392 -1.416 -4.550
O 6.166 -1.601 -2.310
H 6.505 -3.928 -4.448
H 6.330 -4.039 -2.727
H 6.334 -0.414 -4.472
H 6.507 -1.829 -5.458
N -0.608 6.746 6.637
C 0.727 6.525 6.556
N 1.199 5.596 7.420
O 1.447 7.117 5.765
H -1.215 6.270 7.279
H -1.000 7.430 6.010
H 2.188 5.402 7.392
H 0.624 5.098 8.077
N -2.366 -2.362 7.532
C -2.826 -1.737 6.420
N -2.970 -0.399 6.543
O -3.090 -2.339 5.386
H -2.144 -1.888 8.388
H -2.245 -3.361 7.480
H -3.309 0.102 5.738
H -2.759 0.114 7.384
N 5.577 7.161 1.280
C 4.766 6.147 1.670
N 3.490 6.515 1.941
O 5.155 4.993 1.769
H 5.277 8.115 1.193
H 6.534 6.928 1.070
H 2.856 5.788 2.235
H 3.152 7.457 1.866
N -5.434 -4.851 4.117
C -5.202 -5.957 3.371
N -3.899 -6.160 3.052
O -6.094 -6.712 3.013
H -4.713 -4.217 4.421
H -6.389 -4.664 4.375
H -3.684 -6.973 2.497
H -3.152 -5.552 3.336
N 6.760 10.147 4.708
C 6.246 9.902 3.479
N 7.078 10.194 2.448
O 5.122 9.453 3.314
H 7.681 10.516 4.866
H 6.173 9.943 5.500
H 6.733 10.026 1.518
H 8.004 10.563 2.564
N -2.684 4.079 8.646
C -2.692 2.804 9.107
N -2.698 2.689 10.455
O -2.695 1.835 8.361
H -2.682 4.888 9.241
H -2.680 4.206 7.646
H -2.705 1.756 10.836
H -2.697 3.471 11.084
*
```

## Properties
HOMO-LUMO gap, eV: 6.56
HOMO, eV: -6.982
LUMO energy, eV: -0.4
Structure (SMILES): CCNc1c([C@H](Br)CC)cc(CCOC=O)c2c1N(P(C)C)c1cc(CC(=O)O)c(OC#N)cc1S2.NC(N)=O.NC(N)=O.NC(N)=O.NC(N)=O.NC(N)=O.NC(N)=O.NC(N)=O.NC(N)=O.NC(N)=O.NC(N)=O.NC(N)=O

---

Record 3
This record from the OMol25 dataset describes a structure of composition C5H4N2O in a non-equilibrium geometry. The level of theory is ωB97M-V/def2-TZVPD.

```
! wB97M-V def2-TZVPD RIJCOSX def2/J DEFGRID3
* xyz 0 3
C 0.605 -0.745 1.094
C -0.578 -0.101 1.525
C -1.046 0.525 0.410
C -0.490 0.524 -1.022
C 0.666 -0.018 -1.398
N 0.746 -1.796 0.317
N 1.648 -0.528 -0.595
O 1.596 0.156 0.787
H -1.049 0.013 2.406
H -2.048 0.914 0.452
H -1.180 1.184 -1.589
H 1.130 -0.129 -2.388
*
```

## Properties
HOMO-LUMO gap (alpha / beta), eV: 7.86 / 7.05
HOMO (alpha / beta), eV: -7.560 / -9.455
LUMO energy (alpha / beta), eV: 0.3 / -2.4

---

Record 4
This record from the OMol25 dataset describes a structure of composition C38H35O3PPdS2SbTe in a non-equilibrium geometry. The level of theory is ωB97M-V/def2-TZVPD.

```
! wB97M-V def2-TZVPD RIJCOSX def2/J DEFGRID3
* xyz -1 1
Pd -0.733 -1.328 -0.180
O -4.552 -2.725 -1.455
S -3.274 -2.130 -1.127
O -3.432 -1.001 -0.186
O -2.288 -3.127 -0.722
C -2.804 -1.351 -2.687
C -3.152 -2.068 -3.826
C -3.191 -1.441 -5.057
C -2.935 -0.078 -5.141
C -2.546 0.624 -4.015
C -2.423 -0.011 -2.777
P -1.634 0.868 -1.353
C -2.699 2.374 -1.376
C -2.278 3.649 -1.747
C -3.146 4.730 -1.652
C -4.438 4.552 -1.184
C -4.869 3.283 -0.819
C -4.006 2.204 -0.906
C -0.092 1.542 -2.121
C 0.657 2.368 -1.278
C 1.879 2.886 -1.677
C 2.387 2.573 -2.929
C 1.670 1.731 -3.762
C 0.447 1.210 -3.361
H -3.434 -3.106 -3.712
H -3.464 -1.998 -5.944
H -3.023 0.434 -6.092
H -2.313 1.680 -4.087
H -1.273 3.798 -2.119
H -2.806 5.716 -1.948
H -5.109 5.399 -1.105
H -5.881 3.143 -0.458
H -4.328 1.209 -0.616
H 0.276 2.600 -0.290
H 2.440 3.526 -1.005
H 3.348 2.963 -3.244
H 2.074 1.455 -4.729
H -0.058 0.515 -4.011
C -1.203 -1.762 3.977
Te -2.116 -1.724 1.989
C -3.042 0.135 2.567
H -1.987 -1.570 4.710
H -0.418 -1.012 4.083
H -0.779 -2.748 4.169
H -2.317 0.737 3.110
H -3.894 -0.083 3.209
H -3.372 0.636 1.663
S 1.203 -1.588 -1.706
Sb 1.615 -1.136 0.549
C 1.449 -3.012 1.641
C 0.706 -4.023 1.038
C 0.563 -5.248 1.675
C 1.155 -5.468 2.913
C 1.878 -4.456 3.523
C 2.027 -3.229 2.886
C 1.452 0.625 1.901
C 2.539 1.097 2.628
C 2.394 2.199 3.463
C 1.168 2.841 3.563
C 0.087 2.384 2.821
C 0.229 1.273 1.999
C 3.766 -0.983 0.520
C 4.613 -1.980 0.988
C 5.992 -1.824 0.918
C 6.537 -0.672 0.371
C 5.698 0.325 -0.109
C 4.323 0.166 -0.035
H 0.241 -3.867 0.072
H -0.021 -6.027 1.200
H 1.048 -6.428 3.404
H 2.325 -4.613 4.498
H 2.584 -2.430 3.366
H 3.506 0.615 2.536
H 3.239 2.557 4.039
H 1.059 3.702 4.212
H -0.867 2.895 2.884
H -0.608 0.908 1.414
H 4.197 -2.889 1.408
H 6.643 -2.606 1.290
H 7.612 -0.553 0.311
H 6.116 1.227 -0.542
H 3.666 0.942 -0.418
*
```

## Properties
HOMO-LUMO gap, eV: 6.43
HOMO, eV: -4.045
LUMO energy, eV: 2.4